Entry 1:
C4H9NO3P | wB97M-V/def2-TZVPD

Energy relative to the best compared isomer or geometry (same formula, charge and spin) in kcal/mol: 100.1
HOMO-LUMO gap (alpha / beta) in eV: 6.06 / 8.67
LUMO energy (alpha / beta) in Eh: 0.11871 / 0.13916
Net charge: -1
HOMO level (alpha / beta) in eV: -2.8278 / -4.8811
Calculated total energy in eV: -21214.810

Last column: Mulliken charge in e.
Element x y z (Å)
1 C 0.2701 -0.5921 -1.1478  -0.604
2 C 0.3934 0.9184 -1.1293  -0.764
3 C 1.3106 -1.3205 -0.2404  -0.930
4 C -1.1237 1.7593 0.4375  -0.833
5 N 0.1732 1.5257 0.1781  -0.416
6 O 0.5329 -1.4408 3.0808  -0.651
7 O -1.5992 -1.4031 1.6732  -0.592
8 O 0.6608 -2.2311 0.6753  -0.342
9 P -0.1366 -1.2668 1.7386  0.631
10 H -0.7201 -0.7888 -0.8043  0.374
11 H 0.4228 -0.8776 -2.1820  0.420
12 H 1.3810 0.9901 -1.4687  0.411
13 H -0.2525 1.3860 -1.8094  0.468
14 H 1.9640 -1.7578 -0.9175  0.398
15 H 1.5186 -0.4342 0.3308  0.565
16 H -1.7991 0.8708 0.3090  0.266
17 H -1.3658 2.0860 1.4547  0.293
18 H -1.6305 2.5765 -0.1786  0.305

Entry 2:
C3H4IPS | wB97M-V/def2-TZVPD

Energy relative to the best compared isomer or geometry (same formula, charge and spin) in kcal/mol: 50.4
HOMO-LUMO gap in eV: 7.89
LUMO energy in Eh: -0.06598
Net charge: 0
HOMO level in eV: -9.6900
Calculated total energy in eV: -31396.633

Last column: Mulliken charge in e.
Element x y z (Å)
1 C -0.7558 1.4748 2.5424  -0.134
2 C -0.3466 0.8224 1.6372  -0.568
3 C -0.3764 -0.4230 -1.6161  -0.951
4 P 0.8001 -0.6050 -0.1710  0.469
5 S 0.9822 -2.5184 0.1843  -0.296
6 I 2.7557 0.7191 -0.5194  0.102
7 H -1.3422 1.6243 3.3849  0.345
8 H -0.0835 -1.1305 -2.3180  0.353
9 H -1.2663 -0.6122 -1.1704  0.349
10 H -0.3672 0.6484 -1.9539  0.330

Entry 3:
C4H12N2O | wB97M-V/def2-TZVPD

Energy relative to the best compared isomer or geometry (same formula, charge and spin) in kcal/mol: 42.5
HOMO-LUMO gap in eV: 10.42
LUMO energy in Eh: 0.03251
Net charge: 0
Structure (SMILES): C=N[C@@H](C)N.CO
HOMO level in eV: -9.5380
Calculated total energy in eV: -9369.351

Last column: Mulliken charge in e.
Element x y z (Å)
1 C 0.8604 -1.7556 0.3067  -0.492
2 N 0.0618 -0.8283 0.0494  -0.331
3 C -0.7989 -0.1824 1.0250  0.322
4 C -0.5009 -0.4870 2.4923  -1.536
5 N -0.7745 1.2486 0.8168  -0.646
6 H 0.9985 -2.2290 1.2800  0.258
7 H 1.4703 -2.1352 -0.5032  0.273
8 H -1.8155 -0.5223 0.7786  0.301
9 H 0.5384 -0.2627 2.7233  0.401
10 H -1.1367 0.1440 3.1041  0.372
11 H -0.7071 -1.5275 2.7278  0.386
12 H -1.0474 1.4716 -0.1351  0.305
13 H 0.1640 1.6058 0.9657  0.277
14 C 0.6573 1.1007 -2.8283  -0.554
15 O -0.5482 0.6494 -2.2743  -0.542
16 H 1.2657 1.6408 -2.0922  0.240
17 H 1.2528 0.2763 -3.2343  0.235
18 H 0.4035 1.7820 -3.6395  0.239
19 H -0.3435 0.0107 -1.5628  0.494

Entry 4:
C3H2Cl2O | wB97M-V/def2-TZVPD

Energy relative to the best compared isomer or geometry (same formula, charge and spin) in kcal/mol: 100.1
HOMO-LUMO gap in eV: 9.65
LUMO energy in Eh: 0.01608
Net charge: 0
HOMO level in eV: -9.2123
Calculated total energy in eV: -30230.954

Last column: Mulliken charge in e.
Element x y z (Å)
1 C 0.4162 0.3846 -0.5225  -0.569
2 C -0.2587 -0.8819 -0.5031  -0.182
3 C 0.5433 1.3109 0.4639  0.846
4 O -0.3822 1.9067 -0.0330  -0.358
5 Cl -1.1547 -1.6518 0.6602  -0.188
6 Cl 1.4242 1.3512 1.8962  -0.111
7 H -1.1215 -0.7933 -1.2739  0.259
8 H 0.5333 -1.6264 -0.6877  0.303

Entry 5:
C5H10O | wB97M-V/def2-TZVPD

Energy relative to the best compared isomer or geometry (same formula, charge and spin) in kcal/mol: 108.3
HOMO-LUMO gap in eV: 8.25
LUMO energy in Eh: 0.00389
Net charge: 0
HOMO level in eV: -8.1413
Calculated total energy in eV: -7390.067

Last column: Mulliken charge in e.
Element x y z (Å)
1 C -1.5200 1.2088 -0.0792  -0.951
2 C -0.8671 0.2545 0.8331  -0.362
3 C -0.0285 -2.0120 0.3569  -0.664
4 O 0.9738 -1.2247 0.9640  -0.394
5 C 0.6394 0.1235 0.6639  0.532
6 C 1.3185 0.5500 -0.6451  -1.444
7 H -1.5714 2.0802 0.5960  0.310
8 H -2.5750 1.0156 -0.3116  0.340
9 H -0.9797 1.5194 -0.9756  0.306
10 H -0.9880 -1.5445 0.6598  0.354
11 H 0.0711 -2.0306 -0.7417  0.255
12 H -0.0071 -3.0147 0.7759  0.322
13 H 1.0506 0.7463 1.4794  0.311
14 H 2.3800 0.2916 -0.6003  0.357
15 H 1.2357 1.6318 -0.7959  0.398
16 H 0.8818 0.0533 -1.5195  0.331

Entry 6:
C9H19IN8O2Y | wB97M-V/def2-TZVPD

Energy relative to the best compared isomer or geometry (same formula, charge and spin) in kcal/mol: 9.7
HOMO-LUMO gap in eV: 6.46
LUMO energy in Eh: -0.38762
Net charge: +3
HOMO level in eV: -17.0044
Calculated total energy in eV: -34774.814

Last column: Mulliken charge in e.
Element x y z (Å)
1 Y -0.0660 0.0982 0.4776  1.648
2 N 1.8958 -1.3712 -1.1191  -0.506
3 N 1.6210 -2.7548 -1.0185  -0.202
4 C 0.6197 -3.1968 -0.2481  0.708
5 N 0.3450 -4.4706 -0.1398  -0.285
6 N -0.0307 -2.1747 0.3678  -0.374
7 N -1.0811 -2.3429 1.1964  1.317
8 O -1.5868 -3.3637 1.5182  -0.542
9 O -1.4844 -1.1871 1.6040  -0.764
10 H 1.8446 -1.1215 -2.1052  0.310
11 H 2.8642 -1.2339 -0.8378  0.304
12 H 2.1925 -3.4045 -1.5430  0.170
13 H 0.8783 -5.1789 -0.6281  0.228
14 H -0.4101 -4.7839 0.4548  0.201
15 N 1.4323 0.0566 2.3217  -0.473
16 C 2.3010 1.2842 2.5032  -0.704
17 C 1.4813 2.5327 2.7991  -0.508
18 C 0.6855 3.1185 1.6410  -0.694
19 N -0.5187 2.2747 1.2727  -0.673
20 H 0.9010 -0.0483 3.1874  0.337
21 H 2.0523 -0.7516 2.3404  0.294
22 H 2.8954 1.4197 1.5973  0.358
23 H 2.9948 1.1114 3.3212  0.441
24 H 2.1764 3.3028 3.1329  0.359
25 H 0.8192 2.3513 3.6546  0.321
26 H 1.3128 3.2234 0.7536  0.371
27 H 0.3455 4.1144 1.9129  0.453
28 H -1.0858 2.8279 0.6292  0.296
29 H -1.1078 2.2339 2.1069  0.352
30 I -1.2838 3.1474 -4.7667  0.280
31 C -1.7951 1.5965 -3.4909  -0.608
32 C -2.8623 0.7433 -3.7602  -0.032
33 C -3.1659 -0.2681 -2.8572  -0.949
34 C -2.4047 -0.4006 -1.7177  -0.018
35 N -1.3592 0.4089 -1.4488  -0.226
36 C -1.0774 1.3927 -2.3312  -0.030
37 H -3.4523 0.8704 -4.6597  0.458
38 H -3.9970 -0.9390 -3.0315  0.451
39 H -2.6474 -1.1652 -0.9892  0.482
40 H -0.2419 2.0482 -2.1001  0.450

Entry 7:
C24H39Br6NO14 | wB97M-V/def2-TZVPD

Energy relative to the best compared isomer or geometry (same formula, charge and spin) in kcal/mol: 0.0
HOMO-LUMO gap in eV: 9.37
LUMO energy in Eh: -0.02050
Net charge: 0
HOMO level in eV: -9.9313
Calculated total energy in eV: -475927.852

Last column: Mulliken charge in e.
Element x y z (Å)
1 C -0.0183 3.1106 2.7682  -0.525
2 C -0.0788 3.6962 1.5138  -0.430
3 C -0.9259 3.1822 0.5552  -0.353
4 C -1.6736 2.0494 0.8386  -0.032
5 C -1.6583 1.4695 2.0950  -0.290
6 C -0.8075 2.0057 3.0524  -0.522
7 N -2.5310 1.5231 -0.2197  1.045
8 O -2.4258 1.9831 -1.3459  -0.492
9 O -3.2834 0.6144 0.0742  -0.421
10 H 0.6474 3.5068 3.5231  0.425
11 H 0.5526 4.5416 1.2747  0.399
12 H -0.9303 3.6069 -0.4387  0.379
13 H -2.1496 0.5277 2.2911  0.540
14 H -0.9344 1.6275 4.0585  0.354
15 C 7.7653 0.5486 0.5831  -1.504
16 C 6.3170 0.4982 1.0205  0.117
17 O 5.6020 -0.4997 0.3034  -0.339
18 C 5.1792 -0.1487 -0.9212  0.843
19 O 5.2553 0.9478 -1.3919  -0.580
20 O 4.5437 -1.1873 -1.4563  -0.352
21 C 3.9468 -0.9463 -2.7309  -0.365
22 H 7.8934 1.0366 -0.3859  0.333
23 H 8.1658 -0.4619 0.5068  0.358
24 H 8.3561 1.1259 1.2949  0.423
25 H 5.8550 1.4786 0.9566  0.212
26 H 6.3142 0.1207 2.0418  0.351
27 H 4.6526 -1.0393 -3.5541  0.345
28 H 3.4117 -0.0055 -2.7706  0.187
29 H 3.2069 -1.7354 -2.8147  0.001
30 C 3.0058 1.1047 1.3779  0.288
31 C 3.0288 0.0167 2.4415  -0.575
32 O 3.7975 0.4129 3.5954  -0.299
33 C 3.1368 0.9582 4.5892  0.854
34 O 1.9351 1.0703 4.6867  -0.582
35 O 4.0286 1.3648 5.4892  -0.350
36 C 3.5004 1.9271 6.6811  -0.658
37 H 3.9311 1.6762 1.3039  0.034
38 H 2.2189 1.8392 1.5533  -0.045
39 H 2.8145 0.5873 0.4377  -0.324
40 H 3.5193 -0.8725 2.0556  0.314
41 H 2.0145 -0.2179 2.7617  0.439
42 H 4.2428 2.6246 7.0563  0.240
43 H 3.3424 1.1650 7.4527  0.272
44 H 2.5288 2.3908 6.5224  0.306
45 C -0.7636 2.8225 -4.2575  -0.383
46 C 0.3445 2.2303 -5.1138  -0.499
47 O 0.2801 0.8072 -5.1541  -0.276
48 C -0.7587 0.2725 -5.7963  0.705
49 O -1.5421 0.8442 -6.4955  -0.574
50 O -0.7775 -1.0205 -5.5201  -0.198
51 C -1.8555 -1.7583 -6.0559  -0.708
52 H -0.8947 3.8932 -4.3890  0.436
53 H -0.4817 2.6857 -3.2074  -0.215
54 H -1.6916 2.2700 -4.3911  0.196
55 H 1.3142 2.4748 -4.6828  0.372
56 H 0.3544 2.6410 -6.1262  0.359
57 H -2.0350 -2.6018 -5.3967  0.221
58 H -1.6595 -2.0658 -7.0822  0.276
59 H -2.7652 -1.1520 -6.0708  0.324
60 C -3.6629 -3.0660 0.5166  -0.540
61 C -3.6627 -4.3646 1.3111  -0.494
62 O -4.9692 -4.7610 1.6706  -0.362
63 C -5.4686 -4.1938 2.7708  0.801
64 O -4.8680 -3.4923 3.5338  -0.555
65 O -6.7416 -4.5442 2.8792  -0.341
66 C -7.3959 -4.0600 4.0605  -0.633
67 H -4.5475 -3.1226 -0.1222  0.311
68 H -2.7596 -2.9740 -0.0779  0.114
69 H -3.7693 -2.1887 1.1549  0.240
70 H -2.9727 -4.3213 2.1569  0.315
71 H -3.2524 -5.1647 0.6923  0.360
72 H -7.4701 -2.9733 4.0226  0.293
73 H -6.8602 -4.3883 4.9451  0.298
74 H -8.4051 -4.4568 4.0204  0.217
75 C -5.5007 -0.0048 -2.9974  -0.423
76 Br -5.3187 1.6352 -3.9859  -0.057
77 Br -6.4510 0.2464 -1.3635  -0.052
78 Br -3.7768 -0.7799 -2.6934  0.032
79 H -6.0584 -0.6673 -3.6379  0.462
80 C -0.2189 -0.7334 -1.6117  0.651
81 Br -0.5467 -1.3430 0.1765  -0.027
82 Br 0.4948 -2.1878 -2.6624  -0.083
83 Br 0.9633 0.7864 -1.6503  0.031
84 H -1.1426 -0.4477 -2.0959  -0.618

Entry 8:
C6H11O | wB97M-V/def2-TZVPD

Energy relative to the best compared isomer or geometry (same formula, charge and spin) in kcal/mol: 115.2
HOMO-LUMO gap (alpha / beta) in eV: 9.55 / 9.27
LUMO energy (alpha / beta) in Eh: -0.15955 / -0.16747
Net charge: +1
HOMO level (alpha / beta) in eV: -13.8948 / -13.8241
Calculated total energy in eV: -8434.480

Last column: Mulliken charge in e.
Element x y z (Å)
1 C 1.9130 1.2605 -1.6803  -0.739
2 C 0.1592 1.1590 -1.3087  -0.044
3 C -0.8886 -0.1257 1.5566  -0.709
4 C -0.1470 -1.4293 1.1289  -0.523
5 C -1.4342 0.3409 0.2482  -0.353
6 C 0.5701 -0.9319 -0.0918  -0.505
7 O -0.4018 0.0046 -0.7070  0.072
8 H 2.0241 2.1371 -2.3196  0.301
9 H 2.6874 0.8813 -1.0964  0.395
10 H -0.3563 1.8044 -2.0572  0.381
11 H -1.7155 -0.2480 2.1267  0.444
12 H -0.2761 0.6878 1.9614  0.279
13 H 0.5611 -1.9810 1.8105  0.351
14 H -0.9193 -2.2233 1.0659  0.290
15 H -2.2563 -0.4229 0.0470  0.258
16 H -1.7313 1.3847 0.0931  0.409
17 H 1.4804 -0.5582 0.1036  0.376
18 H 0.7310 -1.7400 -0.8808  0.316

Question: What is the formula in the third record?
Answer: C4H12N2O

Question: Look up the energy relative to the best compared isomer or geometry (same formula, charge and spin) of the eighth one.
Answer: 115.2 kcal/mol

Question: Which formula does entry 2 have?
Answer: C3H4IPS

Question: calculated total energy of number 2 (C3H4IPS)?
Answer: -31396.633 eV